The following is a DFT calculation (ωB97M-V with the def2-TZVPD basis set) of 2 unconnected molecules or ions with the total composition C7H11N2O2.

Computed properties:
- 2S+1: 1
- Total charge: -1
- HOMO-LUMO gap: 8.20 eV
- Highest occupied orbital energy: -4.54 eV

Atoms and positions in Å:
O  -3.60  0.15  0.66
O  -2.04  1.79  0.91
N  2.13  1.24  -1.30
N  -0.12  1.33  -1.00
C  -1.76  -0.60  1.73
C  -2.56  0.64  1.06
C  2.14  -1.47  -1.48
C  1.62  -0.09  -1.47
C  0.24  0.08  -1.53
C  1.06  2.02  -0.93
C  -0.19  -0.41  1.65
H  0.25  0.16  2.44
H  0.97  3.10  -0.73
H  -1.98  -1.55  1.37
H  1.78  -2.10  -0.61
H  2.02  -2.09  -2.34
H  3.19  -1.32  -1.58
H  -1.93  -0.63  2.81
H  -0.01  0.29  0.91
H  0.34  -1.36  1.43
H  -0.54  -0.64  -1.61
H  -1.01  1.49  -0.38

***

The following is a DFT calculation (ωB97M-V with the def2-TZVPD basis set) of 2 unconnected molecules or ions with the total composition C7H11N2O2.

Computed properties:
- 2S+1: 2
- Total charge: -2
- HOMO-LUMO gap (alpha / beta): 2.35 / 7.44 eV
- Highest occupied orbital energy (alpha / beta): 3.77 / -1.46 eV

Atoms and positions in Å:
O  -1.93  0.37  1.41
O  -2.73  -1.20  0.03
N  2.44  -1.30  -0.83
N  2.07  -1.03  1.35
C  1.83  0.01  -0.66
C  0.58  2.11  -1.40
C  2.47  -1.87  0.36
C  1.67  0.23  0.68
C  -2.71  -0.12  0.65
C  1.44  0.89  -1.84
C  -3.94  0.96  0.31
H  -3.78  1.51  -0.60
H  2.08  -1.19  2.34
H  2.29  1.39  -2.25
H  -3.90  1.71  1.17
H  0.22  2.88  -2.10
H  -4.88  0.36  0.29
H  -0.42  1.81  -0.79
H  2.76  -2.88  0.31
H  1.18  1.10  1.08
H  1.12  2.59  -0.55
H  1.00  0.44  -2.68

***

The following is a DFT calculation (ωB97M-V with the def2-TZVPD basis set) of a gas-phase ion, C7H11N2O2 (charge +1).

Computed properties:
- 2S+1: 1
- Total charge: +1
- HOMO-LUMO gap: 8.72 eV
- Highest occupied orbital energy: -12.77 eV

Atoms and positions in Å:
O  -1.78  1.29  -1.64
O  -3.48  -0.75  0.27
N  -0.31  -1.79  -0.38
N  0.58  1.62  0.67
C  -0.38  0.60  0.36
C  -1.53  0.66  -0.68
C  -2.39  -0.30  0.26
C  1.61  1.98  -0.36
C  -1.33  -0.23  1.33
C  -0.10  -0.91  0.73
C  0.89  -2.15  -1.14
H  1.39  1.26  -1.10
H  0.10  2.51  1.12
H  1.28  1.31  1.51
H  1.45  2.97  -0.65
H  1.68  -2.45  -0.41
H  1.24  -1.22  -1.45
H  -1.12  -2.34  -0.40
H  2.53  1.85  0.15
H  -1.72  -0.07  2.28
H  0.80  -0.96  1.34
H  0.60  -2.88  -1.82

***

The following is a DFT calculation (ωB97M-V with the def2-TZVPD basis set) of a single C7H11N2OP molecule.

Computed properties:
- 2S+1: 1
- HOMO-LUMO gap: 8.76 eV
- Highest occupied orbital energy: -8.17 eV

Atoms and positions in Å:
P  0.61  0.22  1.29
O  0.85  -1.13  1.86
N  -1.07  -1.92  -2.13
N  -0.31  -2.81  -0.06
C  -0.55  1.20  2.34
C  -1.27  -0.80  -2.89
C  -0.38  0.95  -1.34
C  -0.08  0.15  -0.33
C  -0.98  0.48  -2.57
C  -0.59  -1.94  -0.98
C  2.14  1.24  1.27
H  -0.44  -3.80  -0.23
H  -1.72  -1.03  -3.85
H  -0.20  2.03  -1.30
H  2.81  0.84  0.51
H  -0.07  1.39  3.30
H  -1.20  1.24  -3.31
H  2.62  1.13  2.24
H  -1.44  0.60  2.50
H  0.14  -2.47  0.78
H  1.93  2.28  1.06
H  -0.82  2.14  1.86

***

The following is a DFT calculation (ωB97M-V with the def2-TZVPD basis set) of a single C7H11N2OPS molecule.

Computed properties:
- 2S+1: 1
- HOMO-LUMO gap: 8.78 eV
- Highest occupied orbital energy: -8.19 eV

Atoms and positions in Å:
S  -2.30  -0.59  1.74
P  -0.30  0.13  1.70
O  0.31  0.55  2.90
N  0.76  -0.97  0.86
N  -0.62  1.35  0.58
C  -2.74  0.21  0.21
C  -1.82  1.16  -0.19
C  0.50  2.12  0.23
C  -2.21  2.24  -1.05
C  -2.64  3.11  -1.79
C  0.44  -1.50  -0.48
C  2.11  -1.37  1.27
H  2.39  -0.67  2.15
H  -2.78  4.07  -2.21
H  0.99  2.01  1.23
H  2.85  -1.31  0.49
H  1.13  -0.99  -1.16
H  0.74  -2.50  -0.56
H  2.12  -2.36  1.74
H  0.25  3.21  0.10
H  1.04  1.53  -0.54
H  -3.72  0.18  -0.14
H  -0.55  -1.47  -0.82

***

The following is a DFT calculation (ωB97M-V with the def2-TZVPD basis set) of a molecular structure, C7H11N2S.

Computed properties:
- 2S+1: 1
- Total charge: +1
- HOMO-LUMO gap: 7.46 eV
- Highest occupied orbital energy: -12.28 eV

Atoms and positions in Å:
S  -2.71  2.14  -0.18
N  -0.42  1.07  0.38
N  1.72  2.13  0.07
C  -3.80  -1.03  0.40
C  0.37  2.15  -0.01
C  -0.48  -1.84  -0.80
C  -1.54  -1.91  0.01
C  -1.73  0.91  0.09
C  -2.52  -0.91  0.20
C  2.66  1.02  0.26
H  0.08  0.23  0.70
H  0.38  -2.65  -0.76
H  2.13  0.06  0.43
H  -3.93  -2.02  0.51
H  -1.57  -2.69  0.71
H  -4.48  -0.20  0.37
H  3.25  1.46  1.13
H  -0.21  3.01  -0.17
H  2.22  3.00  -0.17
H  -0.24  -1.04  -1.64
H  3.33  1.03  -0.71

***

The following is a DFT calculation (ωB97M-V with the def2-TZVPD basis set) of 2 unconnected molecules or ions with the total composition C7H11N2S.

Computed properties:
- 2S+1: 3
- Total charge: +1
- HOMO-LUMO gap (alpha / beta): 4.03 / 8.47 eV
- Highest occupied orbital energy (alpha / beta): -6.99 / -13.79 eV

Atoms and positions in Å:
S  1.07  -0.01  0.40
N  -4.21  -0.41  -0.32
N  -2.13  0.03  -0.38
C  1.84  -0.14  -1.18
C  3.06  -0.58  -1.23
C  -3.62  -1.56  -0.72
C  -2.25  -1.22  -0.73
C  3.56  -0.87  0.17
C  2.58  -0.45  1.27
C  -3.36  0.61  -0.19
H  -5.24  -0.30  -0.11
H  4.51  -0.44  0.46
H  1.23  0.25  -2.02
H  -1.28  0.57  -0.52
H  -1.44  -1.77  -1.01
H  -3.41  1.58  0.23
H  3.74  -0.94  -2.07
H  3.72  -2.05  0.21
H  3.11  0.45  1.64
H  -4.02  -2.46  -0.88
H  2.31  -1.15  2.09

***

The following is a DFT calculation (ωB97M-V with the def2-TZVPD basis set) of a single C7H11N3 molecule.

Computed properties:
- 2S+1: 1
- HOMO-LUMO gap: 8.95 eV
- Highest occupied orbital energy: -7.96 eV

Atoms and positions in Å:
N  -1.49  0.79  2.30
N  -2.07  1.47  0.12
N  -1.55  1.38  -1.10
C  1.61  -1.57  0.02
C  -0.42  0.75  -1.14
C  1.05  -0.32  0.67
C  0.21  0.31  -2.41
C  0.96  -1.58  1.42
C  -1.18  0.86  0.97
C  -0.09  0.43  0.23
H  0.88  -1.94  -0.75
H  -0.11  -0.72  -2.68
H  -2.22  1.48  2.55
H  1.24  0.36  -2.34
H  -0.17  0.89  -3.39
H  2.58  -1.59  -0.31
H  -0.69  0.78  3.03
H  0.03  -2.16  1.27
H  1.85  0.28  1.13
H  -1.96  1.78  -1.90
H  1.53  -1.69  2.32

***

The following is a DFT calculation (ωB97M-V with the def2-TZVPD basis set) of a molecular structure, C7H11N3O2.

Computed properties:
- 2S+1: 1
- HOMO-LUMO gap: 9.17 eV
- Highest occupied orbital energy: -8.70 eV

Atoms and positions in Å:
O  3.62  2.85  6.45
O  2.23  3.09  2.10
N  2.91  2.88  4.30
N  0.40  1.20  0.68
N  1.99  1.07  3.15
C  -0.95  0.91  1.13
C  1.42  0.70  1.42
C  0.53  1.85  -0.63
C  2.50  0.93  5.50
C  3.06  2.25  5.53
C  2.36  2.38  3.09
C  1.99  0.42  4.34
H  0.89  1.15  -1.43
H  -1.64  1.51  0.54
H  2.49  0.35  6.39
H  1.54  -0.56  4.27
H  -1.19  -0.17  1.07
H  2.42  0.95  0.97
H  1.27  2.65  -0.58
H  1.15  -0.29  1.84
H  -0.45  2.25  -0.90
H  -1.03  1.18  2.19
H  3.21  3.85  4.22

***

The following is a DFT calculation (ωB97M-V with the def2-TZVPD basis set) of a single C7H11N3O2S molecule.

Computed properties:
- 2S+1: 1
- HOMO-LUMO gap: 9.68 eV
- Highest occupied orbital energy: -9.39 eV

Atoms and positions in Å:
S  3.34  1.34  -0.03
O  -2.76  0.24  0.90
O  -1.61  2.51  -0.17
N  1.45  -0.41  0.19
N  0.61  1.82  0.22
N  2.70  -1.06  0.31
C  -0.83  1.57  0.05
C  3.69  -0.29  0.07
C  1.64  0.90  -0.01
C  -3.96  -1.40  -0.35
C  -1.34  0.15  0.45
C  -3.63  0.12  -0.15
C  5.11  -0.79  -0.02
H  -3.18  -2.01  -1.07
H  -5.07  -1.62  -0.95
H  5.94  -0.36  0.73
H  5.58  -0.67  -1.03
H  -1.17  -0.49  -0.44
H  -3.30  0.69  -1.04
H  -4.54  0.75  0.14
H  0.96  2.82  0.10
H  -3.94  -1.76  0.83
H  4.96  -1.96  0.00
H  -0.66  -0.10  1.26

***

The following is a DFT calculation (ωB97M-V with the def2-TZVPD basis set) of 2 unconnected molecules or ions with the total composition C7H11N3O3.

Computed properties:
- 2S+1: 1
- HOMO-LUMO gap: 9.00 eV
- Highest occupied orbital energy: -8.65 eV

Atoms and positions in Å:
O  -3.09  -1.58  -0.94
O  -0.82  2.36  -0.57
O  1.26  -1.03  -0.39
N  -0.60  0.81  1.09
N  -2.04  0.41  -0.66
N  2.47  0.65  -0.21
C  -0.83  -0.47  1.56
C  2.40  -0.59  -0.28
C  -2.36  -0.89  -0.26
C  1.27  1.53  0.11
C  3.71  -1.42  -0.31
C  -1.66  -1.34  0.96
C  -1.12  1.26  -0.11
H  3.65  -2.14  0.42
H  -0.33  -0.64  2.49
H  4.45  -0.79  -0.04
H  -1.84  -2.32  1.36
H  1.56  2.08  1.13
H  3.91  -1.81  -1.34
H  0.58  0.70  0.20
H  3.38  1.10  0.25
H  0.08  1.41  1.51
H  0.90  2.06  -0.72
H  -2.44  0.69  -1.57

***

Record-wise DFT total energy values, in eV: -14512.698; -14508.978; -14501.542; -21752.349; -32587.327; -21241.856; -21240.830; -11905.726; -16001.654; -26834.598; -18046.757
Record-wise maximum force values, in eV/A: 5.31; 4.34; 5.58; 4.71; 5.35; 5.24; 6.40; 4.10; 2.53; 4.22; 11.92